1.
Here is 9 unconnected molecules or ions with the total composition C46H106BBrFI2N4O17P2 from the Open Molecules 2025 dataset. Energies are from ωB97M-V/def2-TZVPD.

Geometry as ORCA input:
```
! RIJCOSX wB97M-V def2-TZVPD def2/J DEFGRID3
* xyz 1 1
C 6.04 -0.72 1.20
C 4.80 -1.11 0.38
O 3.62 -0.97 1.21
B 2.83 0.10 0.88
O 3.16 1.32 1.36
N 1.62 -0.14 0.00
C 1.83 0.02 -1.44
C 1.40 1.35 -2.04
C 1.64 2.58 -1.19
F 0.07 1.35 -2.45
C 0.44 -0.52 0.46
N -0.51 -0.81 -0.43
C -1.41 -1.93 -0.16
C -2.75 -1.29 0.35
C -2.77 0.25 0.56
C -3.06 1.07 -0.72
C -2.83 2.54 -0.41
O -3.65 3.36 -0.61
O -1.64 2.83 0.17
C -1.61 4.16 0.73
C -0.37 4.22 1.67
P -1.94 -2.54 -1.94
O -0.75 -1.97 -3.02
Br -1.84 -4.74 -2.25
C -0.65 -3.00 0.75
C 0.53 -3.42 -0.15
O 1.81 -3.28 0.44
O 2.68 -3.66 -0.58
C -1.50 -4.22 1.09
I -3.67 -4.26 1.00
C -0.98 -5.39 1.43
C 0.49 -5.74 1.49
I -2.14 -7.13 1.94
C -0.27 -2.15 2.08
N -1.43 -2.35 2.95
P 1.05 -2.83 3.24
O 1.09 -2.09 4.53
N 0.12 -0.78 1.78
C 0.27 0.29 2.76
C -0.73 0.55 3.89
C -0.13 1.65 4.79
O -2.02 0.96 3.49
H 6.98 -0.88 0.68
H 6.03 -1.33 2.11
H 5.91 0.33 1.48
H 4.77 -0.51 -0.54
H 4.95 -2.14 0.05
H 2.35 1.71 1.72
H 2.89 -0.12 -1.67
H 1.32 -0.77 -2.01
H 1.99 1.48 -2.95
H 1.51 3.51 -1.75
H 2.66 2.58 -0.82
H 0.98 2.59 -0.32
H -0.68 -0.21 -1.23
H -3.54 -1.41 -0.40
H -3.19 -1.71 1.24
H -3.65 0.41 1.19
H -1.94 0.62 1.15
H -2.55 0.71 -1.62
H -4.12 0.97 -0.92
H -2.48 4.38 1.33
H -1.45 4.89 -0.06
H -0.59 4.76 2.59
H 0.48 4.66 1.15
H -0.10 3.20 1.93
H -0.13 -2.72 -3.12
H 0.62 -2.83 -1.07
H 0.44 -4.44 -0.53
H 3.49 -3.96 -0.15
H 1.21 -4.96 1.69
H 0.68 -6.54 2.20
H 0.76 -6.18 0.52
H -1.20 -2.65 3.89
H -2.03 -1.53 3.03
H 0.64 -4.13 3.62
H 2.35 -2.79 2.70
H 0.37 1.24 2.21
H 1.25 0.20 3.26
H -0.84 -0.32 4.53
H -0.68 1.63 5.72
H 0.93 1.44 4.97
H -0.23 2.63 4.31
H -1.97 1.81 3.04
C 1.82 -9.64 4.00
C 3.17 -9.16 3.50
C 4.28 -9.46 4.50
O 3.12 -7.74 3.26
H 1.55 -9.14 4.93
H 1.04 -9.40 3.27
H 1.82 -10.71 4.17
H 3.40 -9.63 2.55
H 4.09 -8.96 5.45
H 5.24 -9.10 4.13
H 4.36 -10.53 4.69
H 2.92 -7.31 4.10
C -1.71 -3.38 -7.55
C -1.63 -1.87 -7.39
C -0.22 -1.37 -7.64
O -2.05 -1.51 -6.07
H -1.06 -3.88 -6.83
H -2.73 -3.73 -7.36
H -1.42 -3.69 -8.55
H -2.32 -1.39 -8.08
H 0.48 -1.81 -6.92
H -0.17 -0.29 -7.51
H 0.12 -1.61 -8.64
H -1.46 -1.93 -5.43
C -5.68 4.60 4.65
C -4.46 3.78 4.25
C -4.42 2.45 4.98
O -3.27 4.52 4.53
H -5.66 4.82 5.72
H -5.69 5.55 4.12
H -6.61 4.06 4.42
H -4.48 3.61 3.17
H -4.35 2.59 6.06
H -3.53 1.89 4.68
H -5.30 1.84 4.76
H -3.24 4.68 5.48
C -5.98 -4.83 -8.53
C -6.71 -4.90 -7.20
C -5.76 -5.20 -6.05
O -7.72 -5.91 -7.26
H -5.49 -5.79 -8.75
H -6.67 -4.63 -9.34
H -5.21 -4.05 -8.52
H -7.22 -3.96 -7.01
H -5.27 -6.17 -6.20
H -6.30 -5.25 -5.11
H -4.99 -4.43 -5.97
H -7.28 -6.76 -7.42
C 2.76 2.55 -9.91
C 1.50 1.72 -9.79
C 0.56 2.29 -8.73
O 1.84 0.37 -9.46
H 3.31 2.56 -8.97
H 3.43 2.13 -10.67
H 2.53 3.58 -10.19
H 0.98 1.68 -10.75
H 1.04 2.29 -7.75
H -0.34 1.68 -8.65
H 0.26 3.31 -8.98
H 2.30 0.38 -8.61
C 6.09 3.79 2.27
C 6.70 4.33 0.99
C 5.95 5.56 0.48
O 6.68 3.31 -0.02
H 5.05 3.48 2.11
H 6.63 2.91 2.61
H 6.11 4.54 3.06
H 7.75 4.59 1.15
H 4.91 5.31 0.27
H 6.39 5.93 -0.44
H 5.97 6.36 1.22
H 5.76 3.08 -0.17
C 4.34 2.16 5.87
C 4.78 1.30 4.71
C 4.72 -0.18 5.04
O 6.11 1.65 4.32
H 5.00 2.02 6.73
H 4.39 3.22 5.60
H 3.32 1.93 6.18
H 4.14 1.49 3.84
H 5.39 -0.42 5.88
H 5.05 -0.78 4.19
H 3.71 -0.48 5.31
H 6.69 1.49 5.07
C -6.17 10.05 2.90
C -5.57 8.68 3.18
C -4.10 8.63 2.80
O -6.29 7.69 2.46
H -6.11 10.29 1.84
H -7.22 10.07 3.17
H -5.65 10.83 3.46
H -5.68 8.44 4.24
H -3.97 8.83 1.74
H -3.68 7.64 3.00
H -3.52 9.37 3.36
H -6.20 7.88 1.52
*
```

Calculated values
- LUMO level: -2.86 eV
- Molar mass: 1412.83 g mol⁻¹
- HOMO-LUMO gap: 7.9878 eV
- HOMO energy: -10.85 eV

=====

2.
Here is a molecular structure, C46H114B2F6HgN11O22S2 from the Open Molecules 2025 dataset. Energies are from ωB97M-V/def2-TZVPD.

Geometry as ORCA input:
```
! RIJCOSX wB97M-V def2-TZVPD def2/J DEFGRID3
* xyz -1 1
Hg -3.12 -2.01 0.01
O -0.38 -1.61 -6.64
C 0.74 -1.51 -6.13
O 1.67 -2.49 -5.79
B 2.87 -1.81 -5.19
O 2.65 -0.34 -5.49
C 1.49 -0.08 -5.92
O 1.07 1.05 -6.20
O 4.16 -2.36 -5.67
C 4.93 -2.70 -4.75
O 6.06 -3.18 -4.75
C 4.17 -2.51 -3.45
O 2.96 -1.97 -3.78
O 4.66 -2.69 -2.36
C -2.32 2.01 1.54
F -3.59 2.00 1.16
F -1.64 2.47 0.52
F -2.20 2.81 2.60
S -1.84 0.14 1.93
O -0.79 0.27 2.93
O -3.17 -0.40 2.27
N -1.43 -0.68 0.44
S 0.22 -0.44 0.37
O 0.71 0.90 0.71
O 0.99 -1.61 0.84
C 0.39 -0.54 -1.56
F -0.39 0.29 -2.20
F 1.63 -0.38 -2.04
F 0.08 -1.76 -1.94
B -1.96 -4.23 -0.05
H -1.28 -4.73 -0.71
H -2.25 -4.92 0.73
H -1.49 -3.36 0.39
H -2.83 -3.96 -0.63
C 1.61 4.94 -5.17
C 2.35 4.91 -3.85
C 1.51 4.45 -2.66
O 2.33 4.26 -1.56
C 1.65 3.41 -0.60
N 3.56 4.08 -4.03
H 2.18 5.45 -5.95
H 0.63 5.42 -5.05
H 1.30 3.93 -5.44
H 2.75 5.91 -3.66
H 1.08 3.47 -2.91
H 0.63 5.09 -2.52
H 1.68 2.38 -0.95
H 0.64 3.80 -0.44
H 2.32 3.34 0.26
H 3.88 3.88 -3.09
H 4.21 4.81 -4.29
C -2.63 5.32 -1.86
C -2.88 6.73 -1.42
C -1.60 7.44 -0.90
O -0.81 6.65 0.04
C 0.39 7.24 0.39
N -3.56 7.47 -2.56
H -3.58 4.86 -2.13
H -2.02 4.83 -1.10
H -2.06 5.29 -2.79
H -3.52 6.73 -0.54
H -1.93 8.32 -0.35
H -0.96 7.78 -1.71
H 1.16 7.20 -0.38
H 0.76 6.89 1.35
H 0.16 8.31 0.39
H -4.52 7.57 -2.27
H -3.42 8.47 -2.61
C 4.25 3.49 5.39
C 3.93 4.83 4.73
C 3.01 4.71 3.56
O 1.72 4.22 3.87
C 1.13 3.23 3.01
N 3.20 5.72 5.75
H 4.64 2.83 4.62
H 3.49 2.89 5.89
H 4.98 3.57 6.19
H 4.83 5.36 4.43
H 3.42 4.02 2.81
H 3.03 5.69 3.09
H 1.91 2.52 2.75
H 0.74 3.63 2.07
H 0.30 2.78 3.57
H 2.28 5.36 5.54
H 3.11 6.65 5.35
C -4.97 1.68 -2.06
C -4.74 0.20 -1.83
C -3.75 -0.48 -2.75
O -3.34 -1.71 -2.34
C -2.71 -2.34 -3.42
N -4.35 -0.01 -0.45
H -4.11 2.29 -1.76
H -5.83 2.07 -1.52
H -5.36 1.98 -3.03
H -5.73 -0.26 -1.82
H -2.91 0.20 -2.87
H -4.21 -0.57 -3.74
H -2.52 -3.24 -2.84
H -1.75 -1.96 -3.78
H -3.47 -2.63 -4.14
H -3.74 0.76 -0.23
H -5.19 0.16 0.09
C 4.29 1.05 1.44
C 4.11 -0.14 2.35
C 3.03 0.01 3.42
O 2.86 -1.10 4.29
C 3.99 -1.27 5.21
N 3.79 -1.23 1.51
H 4.69 1.82 2.10
H 3.34 1.42 1.06
H 5.08 0.99 0.69
H 5.02 -0.33 2.91
H 2.06 0.24 2.98
H 3.20 0.91 4.01
H 3.86 -0.46 5.93
H 4.98 -1.44 4.80
H 3.90 -2.12 5.88
H 3.86 -1.92 2.25
H 2.86 -1.16 1.12
C 3.61 -4.46 -0.22
C 2.20 -4.90 -0.47
C 1.80 -4.62 -1.98
O 0.52 -5.36 -2.14
C 0.29 -5.22 -3.58
N 1.98 -6.23 -0.12
H 3.71 -3.38 -0.12
H 4.26 -4.88 -0.99
H 4.00 -4.75 0.76
H 1.63 -4.17 0.12
H 2.63 -4.98 -2.58
H 1.64 -3.54 -2.07
H 0.07 -4.23 -3.97
H -0.57 -5.86 -3.79
H 1.10 -5.64 -4.18
H 2.24 -6.72 -0.97
H 2.57 -6.61 0.61
C 4.20 1.31 -2.52
C 5.47 1.69 -3.32
C 6.70 0.77 -3.03
O 7.76 1.03 -4.01
C 8.70 0.00 -3.85
N 5.17 1.67 -4.74
H 4.01 0.24 -2.52
H 3.32 1.71 -3.03
H 3.97 1.68 -1.53
H 5.78 2.73 -3.21
H 6.42 -0.28 -3.00
H 7.02 1.19 -2.08
H 9.72 0.22 -4.14
H 8.47 -0.93 -4.37
H 8.83 -0.25 -2.80
H 4.58 0.87 -4.95
H 4.54 2.45 -4.67
C -7.37 3.35 1.75
C -6.77 2.12 2.32
C -7.57 1.56 3.54
O -7.09 0.30 4.11
C -5.80 0.52 4.75
N -6.61 1.10 1.30
H -7.43 4.05 2.58
H -8.37 3.27 1.33
H -6.77 3.73 0.92
H -5.80 2.48 2.66
H -8.62 1.48 3.24
H -7.53 2.34 4.30
H -5.04 0.70 3.99
H -5.47 -0.43 5.16
H -5.74 1.21 5.59
H -7.50 1.00 0.84
H -6.69 0.47 2.08
C -7.25 -3.82 0.46
C -5.97 -3.05 0.63
C -5.07 -3.58 1.85
O -3.85 -2.87 1.95
C -3.07 -3.14 3.13
N -5.19 -3.19 -0.60
H -7.81 -3.74 -0.47
H -7.85 -3.64 1.36
H -7.05 -4.89 0.53
H -6.17 -1.98 0.76
H -4.92 -4.65 1.68
H -5.60 -3.49 2.80
H -3.67 -2.96 4.03
H -2.07 -2.73 3.27
H -2.84 -4.20 3.23
H -5.13 -4.17 -0.80
H -5.64 -2.77 -1.40
C 1.80 -7.33 3.04
C 0.36 -7.73 3.19
C -0.76 -6.73 3.62
O -0.61 -5.51 2.81
C 0.16 -4.50 3.46
N 0.01 -8.24 1.90
H 2.26 -7.19 4.01
H 1.87 -6.42 2.43
H 2.42 -8.13 2.65
H 0.52 -8.55 3.90
H -0.74 -6.53 4.70
H -1.70 -7.21 3.36
H -0.45 -3.98 4.20
H 0.41 -3.66 2.80
H 1.13 -4.79 3.85
H 0.78 -8.86 1.69
H -0.76 -8.87 2.05
*
```

Calculated values
- LUMO level: 1.28 eV
- Molar mass: 1573.81 g mol⁻¹
- HOMO-LUMO gap: 7.0495 eV
- HOMO energy: -5.77 eV